Entry 1:
The following is a DFT calculation (ωB97M-V with the def2-TZVPD basis set) of 2 unconnected molecules or ions with the total composition C6H9O4S.

Properties
HOMO level (alpha / beta): -3.685 / -4.058 eV
ΔE to the lowest compared entry with this formula, charge and spin: 210.1 kJ/mol
Net charge: -1
HOMO-LUMO gap (alpha / beta): 6.1 / 7.1 eV
Energy: -933.12605 Ha

Geometry (Å):
C -1.5142 1.0137 1.6295
C -1.3209 0.0651 0.7010
C -0.2334 -1.8395 -0.4805
C 2.0823 0.0248 1.3176
C 1.1476 0.1555 0.0413
C -0.1432 -0.5218 0.1361
O -0.6284 1.9532 -2.1284
O -1.1721 -2.6092 -0.6159
O 0.2595 -0.0654 -3.2472
O -2.1487 0.1127 -2.6534
S -0.7956 0.5599 -2.3964
H -2.5159 1.3907 1.9996
H -0.6578 1.4412 2.0098
H -2.2831 -0.4632 0.4560
H 0.7275 -2.2694 -0.8679
H 2.6989 0.8021 1.5495
H 2.5836 -0.9429 1.2318
H 1.3795 0.0269 2.2765
H 1.7172 -0.1112 -0.7455
H 0.8172 1.2768 -0.2133

---

Entry 2:
The following is a DFT calculation (ωB97M-V with the def2-TZVPD basis set) of a molecular structure, C6H9O5Rb.

Properties
HOMO level: -5.197 eV
Net charge: 0
HOMO-LUMO gap: 4.3 eV
Energy: -634.14414 Ha

Geometry (Å):
O 0.8283 2.0648 -0.2612
C 0.2202 3.2145 0.2816
O -0.7480 2.8262 0.9574
H 1.4593 2.3057 -0.9457
O 1.8461 4.0518 1.9678
C 2.2604 5.1049 2.5686
C 1.8064 6.4647 2.1407
C 2.9475 7.1559 1.3742
C 2.8280 8.6671 1.3604
O 1.5825 9.0744 0.7788
C 0.7665 9.7670 1.5247
O -0.1554 10.2370 0.7110
H 2.7013 5.0605 3.5831
H 1.5485 7.0577 3.0354
H 0.9113 6.3969 1.5074
H 2.9898 6.7542 0.3515
H 3.9175 6.9287 1.8439
H 3.6203 9.1072 0.7413
H 2.8797 9.0793 2.3767
H -0.6252 10.9518 1.1554
Rb 0.0158 0.0590 2.3512

---

Entry 3:
The following is a DFT calculation (ωB97M-V with the def2-TZVPD basis set) of a molecular structure, C6HErO6.

Properties
HOMO level (alpha / beta): -17.507 / -17.500 eV
2S+1: 4
ΔE to the lowest compared entry with this formula, charge and spin: 174.9 kJ/mol
Net charge: +2
HOMO-LUMO gap (alpha / beta): 6.9 / 6.9 eV
Energy: -1694.91727 Ha

Geometry (Å):
O -1.3754 -4.1500 4.6622
C -1.1764 -3.5051 3.7556
Er 0.0769 0.0503 0.4619
C 0.6072 1.6394 -1.4586
O 0.7597 2.2524 -2.4373
C -0.5995 -0.2828 -2.4002
O -1.1468 -1.1636 -2.8869
C -2.1160 1.4286 -0.0950
O -2.9219 1.7786 -0.8346
C 2.2905 -0.7109 -0.7895
O 2.8594 -1.2186 -1.6470
H -0.4034 -1.2905 1.7098
O 1.8725 3.0724 1.0615
C 1.2732 2.0999 0.8981

---

Entry 4:
The following is a DFT calculation (ωB97M-V with the def2-TZVPD basis set) of C6HF5O in the gas phase.

Properties
HOMO level: -9.563 eV
ΔE to the lowest compared entry with this formula, charge and spin: 0.0 kJ/mol
Net charge: 0
HOMO-LUMO gap: 9.6 eV
Energy: -803.76571 Ha

Geometry (Å):
O 1.8534 -1.3291 1.1068
C 0.8636 -0.5986 0.4873
C -0.3754 -0.3954 1.1295
F -0.6162 -0.9942 2.3260
C -1.3279 0.3996 0.4851
F -2.4928 0.6832 1.0834
C -1.0975 0.9009 -0.7773
F -2.0682 1.6245 -1.3723
C 0.1050 0.6372 -1.4381
F 0.2552 1.1118 -2.7251
C 1.1147 -0.0409 -0.7834
F 2.2799 -0.2169 -1.4215
H 1.5062 -1.7822 1.8995

---

Entry 5:
The following is a DFT calculation (ωB97M-V with the def2-TZVPD basis set) of 10 unconnected molecules or ions with the total composition C70H144F12N6O8.

Properties
HOMO level: -9.317 eV
ΔE to the lowest compared entry with this formula, charge and spin: 0.0 kJ/mol
Net charge: +2
HOMO-LUMO gap: 5.8 eV
Energy: -4881.66657 Ha

Geometry (Å):
C 2.9977 11.1558 -0.0137
C 3.4040 9.8344 0.6650
C 3.1799 8.6135 -0.1657
N 3.4124 7.2866 0.4643
C 2.3082 7.0498 1.4921
C 2.4410 5.7587 2.3194
C 3.8129 5.8022 3.0124
C 4.9816 5.9561 2.0601
C 4.7384 7.2403 1.1807
C 3.3977 6.2148 -0.5764
H 3.6091 11.9492 0.4491
H 1.9210 11.3983 0.2262
H 3.1521 11.0697 -1.0676
H 3.0491 9.8121 1.7073
H 4.4875 9.8065 0.8179
H 3.8609 8.6894 -1.0214
H 2.1503 8.5976 -0.5062
H 2.2464 7.9568 2.0638
H 1.3646 7.0950 0.9446
H 1.5807 5.7812 2.9801
H 2.3013 4.9062 1.6609
H 3.7910 6.6677 3.7100
H 3.9179 4.8824 3.5652
H 5.8722 6.1490 2.6331
H 5.0717 5.0108 1.5543
H 4.6133 8.1379 1.7931
H 5.4551 7.3492 0.4033
H 2.8281 6.6250 -1.4301
H 2.8834 5.3104 -0.2109
H 4.4311 6.0748 -0.8417
C -5.8413 -2.8148 0.6411
C -6.3280 -1.7972 1.6814
C -5.1929 -0.8691 1.7864
N -5.2844 0.1441 2.8949
C -5.1769 -0.4722 4.3009
C -3.9294 -1.2945 4.4723
C -2.6357 -0.6238 4.0877
C -2.7759 0.3828 2.9888
C -4.1602 1.1427 2.8646
C -6.5318 0.9405 2.7713
H -4.7783 -3.0797 0.7505
H -5.9189 -2.3561 -0.3653
H -6.4496 -3.7284 0.8201
H -6.6077 -2.2245 2.6339
H -7.1894 -1.3760 1.2286
H -4.9573 -0.2588 0.9143
H -4.2835 -1.4159 1.9558
H -6.0017 -1.1828 4.4688
H -5.3150 0.3460 4.9786
H -3.9834 -2.2102 3.9058
H -3.8942 -1.6268 5.5100
H -1.8267 -1.3654 3.9342
H -2.2867 -0.1331 4.9777
H -2.5339 -0.0130 2.0181
H -1.9445 1.1057 3.1738
H -4.2118 1.7740 1.9745
H -4.3243 1.7607 3.7574
H -6.6263 1.6672 3.5924
H -7.4190 0.2648 2.8171
H -6.4867 1.4703 1.8109
C 2.9545 -7.7852 3.7557
C 3.6025 -6.4274 3.6548
C 3.3067 -5.6835 2.2980
N 4.2871 -4.5754 2.0657
C 3.9504 -4.1250 0.6209
C 4.7478 -2.8847 0.2906
C 4.4785 -1.7192 1.3075
C 4.7566 -2.1466 2.6788
C 3.9941 -3.3819 3.0125
C 5.7076 -5.0320 2.1540
H 3.2400 -8.4713 2.9369
H 1.8800 -7.7024 3.5714
H 3.1530 -8.3119 4.6707
H 4.6670 -6.4137 3.9208
H 3.1450 -5.7968 4.4107
H 2.2924 -5.2340 2.2988
H 3.3726 -6.2876 1.4025
H 2.8557 -4.1017 0.6663
H 4.1426 -4.9538 -0.0769
H 4.3759 -2.4944 -0.6747
H 5.8049 -2.9836 0.0810
H 3.4392 -1.3319 1.2426
H 5.0681 -0.8588 1.0407
H 4.4986 -1.4991 3.4769
H 5.8450 -2.2801 2.8061
H 2.9421 -3.1807 3.0435
H 4.1304 -3.7757 4.0370
H 5.9784 -5.1554 3.2017
H 6.3525 -4.3046 1.6955
H 5.7891 -5.9584 1.6078
C -2.3710 4.1574 2.5900
C -2.9381 4.1580 1.1565
C -1.9285 4.7335 0.1328
N -2.2579 4.5076 -1.3772
C -1.1801 5.2380 -2.1720
C -1.4680 5.5007 -3.6182
C -2.8340 6.1755 -3.8901
C -3.9125 5.2580 -3.1832
C -3.6038 5.1771 -1.7257
C -2.3820 2.9854 -1.7067
H -3.1193 3.9050 3.3400
H -2.1604 5.1794 2.8688
H -1.4903 3.5518 2.6413
H -3.8294 4.7944 1.0943
H -3.3294 3.1785 0.8296
H -0.9754 4.2311 0.1818
H -1.8208 5.8015 0.2318
H -1.0779 6.1988 -1.6542
H -0.2447 4.6854 -1.9855
H -0.6154 6.0827 -3.9789
H -1.4836 4.5680 -4.1630
H -2.8385 7.1516 -3.3930
H -3.0159 6.2330 -4.9512
H -4.8664 5.7678 -3.2506
H -3.9529 4.2724 -3.6413
H -3.6110 6.1895 -1.2359
H -4.3376 4.5945 -1.1111
H -1.5167 2.4421 -1.2907
H -2.3811 2.8695 -2.7514
H -3.3155 2.5759 -1.3355
C 1.2526 -1.5554 -6.0051
C 1.3367 -0.0596 -5.5579
C 2.1695 0.7242 -6.5346
N 2.4568 2.1885 -6.1921
C 2.7553 2.4405 -4.7656
C 3.2661 3.8297 -4.5447
C 2.0955 4.7462 -4.8989
C 1.6571 4.5358 -6.3323
C 1.2837 3.0518 -6.5378
C 3.6265 2.5961 -7.0275
H 0.6282 -1.6336 -6.8813
H 0.7121 -2.1307 -5.1989
H 2.2534 -2.0908 -6.1890
H 1.8320 -0.1074 -4.5980
H 0.3921 0.4498 -5.3929
H 1.8244 0.7733 -7.5792
H 3.1371 0.2314 -6.5449
H 1.9101 2.2688 -4.1322
H 3.4394 1.6359 -4.5348
H 3.4417 3.9735 -3.4989
H 4.1774 4.0622 -5.0995
H 1.2566 4.5124 -4.2269
H 2.2423 5.8053 -4.7249
H 0.7968 5.0930 -6.6547
H 2.4642 4.8461 -7.0015
H 0.4478 2.7519 -5.8789
H 1.0598 2.9079 -7.6098
H 4.5207 2.1512 -6.5644
H 3.7588 3.6408 -7.2462
H 3.3496 2.2106 -7.9849
C -3.1366 -4.7993 -2.5738
C -2.5728 -6.1174 -2.0163
C -1.0243 -6.0936 -2.0442
N -0.4047 -7.4080 -1.6393
C 1.0958 -7.2725 -1.8092
C 1.8334 -8.4562 -1.1499
C 1.6430 -8.3665 0.3075
C 0.1338 -8.5347 0.5768
C -0.6944 -7.5008 -0.1669
C -0.9281 -8.5413 -2.4709
H -4.2307 -4.7241 -2.4364
H -2.9724 -4.6756 -3.6814
H -2.7356 -3.9768 -1.9361
H -2.9441 -7.0114 -2.6241
H -3.0019 -6.2617 -1.0245
H -0.6259 -5.3348 -1.3385
H -0.6243 -5.8257 -3.0751
H 1.4347 -6.3735 -1.2995
H 1.2381 -7.1912 -2.9065
H 2.9198 -8.4849 -1.3936
H 1.5015 -9.4372 -1.4850
H 1.8830 -7.3833 0.7033
H 2.0801 -9.1791 0.9388
H -0.0236 -8.3025 1.6371
H -0.2053 -9.5080 0.3499
H -0.4566 -6.5076 0.1672
H -1.7488 -7.7225 -0.1004
H -1.0634 -8.1993 -3.4955
H -1.8490 -8.9312 -2.0411
H -0.1893 -9.3059 -2.4669
C -5.4985 0.9961 -0.9980
O -5.0217 0.6667 -2.3696
O -4.5043 1.3051 -0.1057
C -6.4887 2.1460 -1.1322
F -6.0025 3.3420 -1.5966
F -7.5027 1.8818 -2.0116
F -7.0434 2.4823 0.0650
C -4.6477 -0.7305 -2.2969
C -4.0004 -1.1793 -3.5845
H -2.9990 -0.7809 -3.7347
H -3.9460 -2.2704 -3.5777
H -4.6210 -0.6664 -4.3335
H -5.5278 -1.3582 -2.0754
H -3.8974 -0.7860 -1.5016
H -6.2091 0.0816 -0.7131
C 0.4947 -4.3025 1.1397
O 0.1855 -5.3041 2.1137
O 0.9922 -4.8670 0.0655
C -0.8969 -3.5566 0.6901
F -1.9398 -4.4444 0.7200
F -1.2084 -2.5484 1.4493
F -0.7667 -3.0450 -0.5464
C -0.4513 -4.8255 3.2781
C -0.6812 -5.9367 4.2798
H -1.5118 -5.7142 4.9171
H -0.9789 -6.9301 3.8388
H 0.2096 -6.1267 4.9587
H -1.4039 -4.3541 3.0502
H 0.1635 -4.0528 3.7773
H 1.0564 -3.4318 1.6252
C 1.9244 2.4666 -0.9377
O 0.6191 1.7925 -1.0564
O 1.7239 3.7558 -1.2286
C 2.2048 2.2563 0.6054
F 1.2134 2.7611 1.3612
F 2.4683 1.0222 1.1041
F 3.3178 2.9449 1.0003
C 0.7321 0.4288 -1.4395
C -0.6590 -0.0242 -1.8990
H -1.4560 0.1884 -1.1531
H -0.8946 0.5746 -2.7987
H -0.6353 -1.1050 -2.1241
H 0.9856 -0.1708 -0.5450
H 1.4406 0.3404 -2.3348
H 2.6268 1.9082 -1.5379
C 1.0499 -2.5366 6.0852
O 0.5893 -1.7996 4.6131
O 1.9511 -1.9176 6.7029
C -0.2930 -2.7915 6.6784
F -0.0748 -3.6965 7.5995
F -0.8560 -1.7558 7.1762
F -1.0867 -3.2420 5.7076
C 1.3920 -0.6551 4.4032
C 0.8342 0.7992 4.4412
H 1.6253 1.5476 4.3722
H 0.1199 1.0005 3.5851
H 0.3679 1.0641 5.3663
H 1.9624 -0.7704 3.4593
H 2.0933 -0.6777 5.2043
H 1.2189 -3.4667 5.5664

---

- Among the records above, which one has the lowest energy?
  C70H144F12N6O8

---

Copy entry 2 word for word.
The following is a DFT calculation (ωB97M-V with the def2-TZVPD basis set) of a molecular structure, C6H9O5Rb.

Properties
HOMO level: -5.197 eV
Net charge: 0
HOMO-LUMO gap: 4.3 eV
Energy: -634.14414 Ha

Geometry (Å):
O 0.8283 2.0648 -0.2612
C 0.2202 3.2145 0.2816
O -0.7480 2.8262 0.9574
H 1.4593 2.3057 -0.9457
O 1.8461 4.0518 1.9678
C 2.2604 5.1049 2.5686
C 1.8064 6.4647 2.1407
C 2.9475 7.1559 1.3742
C 2.8280 8.6671 1.3604
O 1.5825 9.0744 0.7788
C 0.7665 9.7670 1.5247
O -0.1554 10.2370 0.7110
H 2.7013 5.0605 3.5831
H 1.5485 7.0577 3.0354
H 0.9113 6.3969 1.5074
H 2.9898 6.7542 0.3515
H 3.9175 6.9287 1.8439
H 3.6203 9.1072 0.7413
H 2.8797 9.0793 2.3767
H -0.6252 10.9518 1.1554
Rb 0.0158 0.0590 2.3512

---

- net charge of number 5 (C70H144F12N6O8)?
  +2